Record 1
Formula: C27H24BrN4NiO6Se2Si
Source: OMol25
Level of theory: the ωB97M-V functional and the def2-TZVPD basis

Positions of all 66 atoms, in Å:
Ni 0.628 0.182 -1.708
O -1.112 3.273 -6.333
C -1.820 3.609 -5.279
O -2.726 4.415 -5.325
C -1.485 2.931 -3.994
C -2.193 3.134 -2.829
N -1.643 2.350 -1.887
N -0.605 1.655 -2.371
C -0.486 1.993 -3.643
C 0.656 1.357 -4.414
O 0.696 1.580 -5.648
O 1.441 0.678 -3.727
H -0.378 2.587 -6.098
H -3.025 3.787 -2.627
H -1.852 2.310 -0.899
Se 1.759 -3.266 -0.929
Se 2.193 -2.760 -3.169
C 0.456 -2.136 -3.708
C 0.132 -2.259 -5.057
C -1.090 -1.789 -5.490
C -1.974 -1.252 -4.561
C -1.562 -1.176 -3.246
N -0.358 -1.577 -2.821
C 2.378 -1.724 -0.016
C 3.101 -2.005 1.170
C 3.435 -1.029 2.070
C 2.962 0.360 1.845
C 2.339 0.598 0.416
N 2.071 -0.514 -0.481
H 0.837 -2.704 -5.746
H -1.355 -1.839 -6.538
H -2.947 -0.879 -4.851
H -2.205 -0.740 -2.488
H 3.417 -3.028 1.334
H 4.019 -1.265 2.952
H 3.725 1.101 2.099
H 2.797 1.422 -0.137
Br -2.540 -4.758 3.059
C -2.124 -2.996 2.498
C -1.078 -2.796 1.617
C -0.766 -1.502 1.224
C -1.516 -0.436 1.707
C -2.584 -0.657 2.574
C -2.886 -1.942 2.986
C -1.267 0.960 1.255
O -2.087 1.840 1.332
O -0.099 1.202 0.596
H -0.504 -3.627 1.230
H 0.041 -1.344 0.519
H -3.165 0.186 2.922
H -3.704 -2.130 3.667
C -0.459 1.805 4.542
Si 1.022 0.695 4.215
C 2.485 1.320 5.210
C 0.628 -1.060 4.730
C 1.557 0.748 2.441
C 1.117 0.943 1.200
H -0.486 2.062 5.605
H -1.401 1.309 4.300
H -0.416 2.735 3.973
H 2.279 1.271 6.282
H 2.718 2.356 4.954
H 3.373 0.718 5.007
H 0.390 -1.120 5.795
H 1.476 -1.716 4.521
H -0.227 -1.442 4.170

Results
- ⟨S²⟩ = 2.03
- 2S+1 = 3
- HOMO-LUMO gap (alpha / beta) (hartree) = 0.171 / 0.216
- charge = -1
- electronic energy (hartree) = -10888.5534

Record 2
Formula: C27H24ClI2N8O9RuS
Source: OMol25
Level of theory: the ωB97M-V functional and the def2-TZVPD basis

Positions of all 73 atoms, in Å:
Ru 0.882 -1.073 -0.631
I 2.126 -6.093 -1.025
C 3.311 -4.396 -1.177
C 4.703 -4.508 -1.314
C 5.498 -3.399 -1.426
I 7.558 -3.667 -1.643
C 4.926 -2.103 -1.390
C 5.645 -0.892 -1.498
C 4.970 0.293 -1.455
C 3.580 0.299 -1.278
N 2.869 -0.802 -1.159
C 3.529 -2.004 -1.231
C 2.693 -3.160 -1.150
O 1.398 -2.991 -1.075
H 5.146 -5.494 -1.337
H 6.719 -0.917 -1.621
H 5.484 1.239 -1.547
H 3.060 1.245 -1.246
N 1.160 -3.399 1.698
C 1.296 -2.187 2.221
N 1.377 -2.079 3.546
C 1.499 -0.848 4.024
N 1.612 -0.696 5.351
N 1.512 0.281 3.282
C 1.401 0.077 1.994
N 1.358 -1.114 1.383
C 1.254 1.257 1.121
C 1.464 2.540 1.596
C 1.330 3.599 0.718
C 0.977 3.342 -0.598
C 0.759 2.035 -0.996
N 0.908 1.011 -0.151
H 1.051 -4.169 2.334
H 0.980 -3.518 0.704
H 1.499 -1.498 5.943
H 1.588 0.229 5.738
H 1.727 2.675 2.634
H 1.497 4.614 1.054
H 0.857 4.140 -1.317
H 0.480 1.803 -2.013
C -2.401 4.036 -2.859
C -3.097 3.333 -1.727
C -2.590 3.379 -0.431
C -3.204 2.694 0.601
C -4.359 1.969 0.341
C -4.891 1.919 -0.938
C -4.253 2.597 -1.965
S -5.104 1.047 1.654
O -6.392 0.609 1.200
O -4.951 1.807 2.860
N -4.175 -0.289 1.831
C -4.116 -1.199 0.683
C -2.963 -2.177 0.848
C -1.633 -1.461 0.804
O -1.371 -0.531 1.560
O -0.835 -1.926 -0.109
H -1.678 4.763 -2.486
H -3.114 4.564 -3.492
H -1.875 3.310 -3.483
H -1.698 3.959 -0.229
H -2.808 2.731 1.608
H -5.794 1.352 -1.116
H -4.659 2.553 -2.969
H -3.241 -0.033 2.155
H -3.986 -0.661 -0.264
H -5.058 -1.744 0.632
H -2.993 -2.905 0.040
H -3.052 -2.705 1.801
O -2.106 -1.052 -3.161
Cl -1.127 -0.124 -2.729
O 0.209 -0.834 -2.641
O -0.957 0.951 -3.661
O -1.415 0.393 -1.420

Results
- ⟨S²⟩ = 0.75
- 2S+1 = 2
- HOMO-LUMO gap (alpha / beta) (hartree) = 0.262 / 0.241
- charge = 0
- electronic energy (hartree) = -3707.0881

Record 3
Formula: C27H24CoN5O4S
Source: OMol25
Level of theory: the ωB97M-V functional and the def2-TZVPD basis

Positions of all 62 atoms, in Å:
Co -0.296 -0.602 -0.531
C -2.006 3.215 1.504
C -1.480 2.189 0.549
N -1.219 0.978 0.846
N -1.454 0.483 2.086
C -1.432 -0.846 1.981
O -1.345 -1.507 0.908
C -1.545 -1.605 3.264
C -1.144 -2.935 3.296
C -1.204 -3.649 4.484
C -1.670 -3.041 5.641
C -2.069 -1.709 5.613
C -1.999 -0.991 4.428
C -1.286 2.504 -0.890
C -1.343 3.810 -1.372
C -1.197 4.033 -2.732
C -1.006 2.952 -3.575
C -0.960 1.686 -3.007
N -1.097 1.463 -1.708
H -2.151 2.745 2.473
H -2.955 3.637 1.163
H -1.302 4.045 1.620
H -0.756 -3.379 2.389
H -0.871 -4.679 4.509
H -1.715 -3.600 6.569
H -2.427 -1.230 6.516
H -2.292 0.048 4.387
H -1.492 4.633 -0.687
H -1.229 5.041 -3.126
H -0.892 3.077 -4.643
H -0.804 0.804 -3.620
C 4.218 2.421 -1.784
C 4.346 1.309 -2.608
C 3.344 0.355 -2.655
C 2.219 0.508 -1.862
C 2.083 1.609 -1.035
C 3.083 2.571 -1.003
N 1.117 -0.432 -1.888
N 1.079 -1.169 -2.894
C -0.111 -1.935 -2.918
C -0.353 -2.761 -4.012
C -1.549 -3.453 -4.056
C -2.467 -3.294 -3.012
C -2.197 -2.469 -1.930
C -0.995 -1.759 -1.849
H 5.007 3.162 -1.745
H 5.236 1.178 -3.211
H 3.435 -0.521 -3.281
H 1.209 1.696 -0.406
H 2.977 3.428 -0.350
H 0.385 -2.849 -4.801
H -1.773 -4.109 -4.888
H -3.405 -3.838 -3.049
H -2.917 -2.385 -1.125
C 2.739 -0.033 2.930
S 2.458 -1.176 1.605
O 3.630 -1.107 0.751
O 2.209 -2.461 2.228
O 1.251 -0.619 0.956
H 3.629 -0.349 3.472
H 1.867 -0.046 3.581
H 2.884 0.958 2.504

Results
- ⟨S²⟩ = 0.77
- 2S+1 = 2
- HOMO-LUMO gap (alpha / beta) (hartree) = 0.271 / 0.266
- charge = -1
- electronic energy (hartree) = -3399.0376